(1)
Here is a 2-piece molecular cluster, C10H21P overall at a distorted geometry from OMol25. Energies are from ωB97M-V with the def2-TZVPD basis set.

Geometry as XYZ:
```
32
Properties=species:S:1:pos:R:3
C -1.6198 -1.9940 -0.5021
C -0.2014 -1.7749 -0.0101
C -2.6125 -1.2421 0.4303
C -0.0335 -0.2025 0.4358
C 1.2232 1.6203 1.3947
C 0.9637 -0.4719 2.7219
C -0.5020 1.8032 -1.9332
C 1.6721 0.6597 -2.0165
C 1.2217 0.0822 1.3067
C 0.2337 0.4992 -1.8229
P -1.6458 0.3760 0.9253
H -1.6225 -1.5926 -1.4975
H -1.7257 -3.0521 -0.5034
H -0.0506 -2.4962 0.8321
H 0.5420 -2.0006 -0.7929
H -3.5858 -0.9001 0.0531
H -2.8460 -1.7759 1.4217
H 1.0855 2.0624 0.4298
H 2.0349 2.1596 1.9145
H 0.3899 2.0115 1.9098
H 0.1603 0.0758 3.1727
H 1.9120 -0.6384 3.2839
H 0.6326 -1.4982 2.6654
H -0.1634 2.2814 -2.7980
H -0.2697 2.1579 -0.8863
H -1.5801 1.5531 -2.1739
H 2.2333 1.4515 -1.6142
H 1.9979 0.7578 -3.0498
H 2.3169 -0.2669 -1.7126
H 2.0840 -0.4041 0.8897
H -0.1693 -0.3498 -2.2890
H -2.0753 1.1086 -0.1851
```

Values from the calculation:
Largest force on an atom   4.803 eV/A
Kohn-Sham gap   8.307 eV
Total charge   0
ΔE to the lowest compared entry with this formula, charge and spin   45.5 kcal/mol
LUMO energy   0.84 eV

(2)
Here is C10H22As4F24O6V as an isolated structure at a distorted geometry from OMol25. Energies are from ωB97M-V with the def2-TZVPD basis set.

Geometry as XYZ:
```
67
Properties=species:S:1:pos:R:3
O -0.6668 -1.2517 -0.2900
V -0.3669 0.2930 -0.4426
As 2.3996 3.0440 -0.1073
F 1.1094 1.7788 -0.2824
F 1.5178 3.9566 -1.3256
F 3.6744 4.3002 0.0049
F 3.2721 2.0801 1.1079
F 3.4040 2.2699 -1.3465
F 1.5319 3.7945 1.2253
As -3.4152 0.7980 2.0970
F -4.1593 -0.4091 1.0488
F -2.6160 -0.4127 3.1193
F -2.6523 2.0427 3.1193
F -4.0838 2.1308 1.1100
F -4.8003 0.8331 3.1335
F -1.9965 0.8219 0.9857
As -3.5553 -0.6105 -2.7558
F -2.5085 0.1754 -1.5572
F -3.6803 -2.0651 -1.7509
F -4.5855 -1.2945 -4.0300
F -3.4442 0.8578 -3.7208
F -2.1283 -1.2795 -3.5630
F -5.0149 0.0840 -2.0027
As 0.1632 -4.5704 0.3804
F 0.9854 -5.9296 -0.4301
F -1.2516 -5.6004 0.7720
F -0.7151 -3.3145 1.2968
F 1.5650 -3.4727 0.0836
F -0.5403 -4.0231 -1.1213
F 0.9300 -5.1400 1.8907
C -1.6348 3.3470 -0.4920
O -1.0257 2.2697 -1.2089
C -0.9562 2.6137 -2.6082
C 0.0513 1.6746 -3.2140
O -0.0337 0.3470 -2.6434
C 0.9163 -0.4891 -3.2727
C 2.2505 -0.4341 -2.5272
O 1.8324 -0.5472 -1.1683
C 2.9296 -0.8502 -0.3311
H -2.5542 3.6186 -1.0140
H -1.0056 4.2410 -0.4840
H -1.8928 3.2002 0.5546
H -0.5481 3.6223 -2.6703
H -1.9477 2.4330 -3.0226
H 1.0627 2.0731 -3.1321
H -0.2848 1.6563 -4.2537
H 0.9835 -0.2808 -4.3406
H 0.6334 -1.5377 -3.1727
H 2.7816 0.4946 -2.7403
H 2.8053 -1.3258 -2.8227
H 3.7934 -0.2190 -0.5595
H 3.3127 -1.8518 -0.5392
H 2.7664 -0.7522 0.7388
O 0.5251 0.1087 1.7052
C 0.9398 0.2184 2.8352
O 1.3499 -0.7922 3.5863
C 1.3426 -2.1604 3.0886
C 1.6099 -3.1079 4.2524
C 1.0224 1.5629 3.4898
H 2.1399 -2.3161 2.3592
H 0.4509 -2.3928 2.5078
H 2.6089 -2.9007 4.6369
H 1.4926 -4.0896 3.7916
H 0.9239 -3.0685 5.0985
H 0.8746 1.4800 4.5668
H 0.1873 2.2030 3.2051
H 1.9251 2.0654 3.1522
```

Values from the calculation:
Largest force on an atom   4.441 eV/A
Multiplicity   2
Kohn-Sham gap (alpha / beta)   9.946 / 10.437 eV
Total charge   -2
ΔE to the lowest compared entry with this formula, charge and spin   0.0 kcal/mol
<S²>   0.803
LUMO energy (alpha / beta)   3.60 / 3.87 eV

(3)
Here is C10H22BBrNOZr as an isolated structure at a distorted geometry from OMol25. Energies are from ωB97M-V with the def2-TZVPD basis set.

Geometry as XYZ:
```
37
Properties=species:S:1:pos:R:3
C 1.2210 -3.6989 -0.8619
O -0.1647 -3.9573 -0.5826
C -0.7057 -3.6177 0.5394
C -0.9034 -1.8454 0.9051
C -1.6278 -1.3646 -0.2101
B -0.9298 0.4585 -0.3298
C 0.5205 0.5240 -1.0599
C 0.7569 1.7564 -1.8641
C 1.2607 1.6816 -3.2519
N 0.5676 2.9587 -1.3855
C -1.1468 1.2785 1.0342
C -0.0400 1.3552 2.1141
C 0.4161 2.7917 2.4550
Br -0.7063 0.5740 3.7543
H 1.6796 -4.6376 -1.1499
H 1.2571 -3.0194 -1.7057
H 1.7310 -3.3054 0.0122
H -0.0952 -3.8420 1.4208
H -1.7170 -4.0010 0.6072
H -1.4932 -1.7913 1.8148
H 0.1151 -1.5178 1.1018
H -2.6951 -1.2756 -0.0347
H -1.4969 -1.7874 -1.2002
H -1.8217 0.7472 -1.1221
H 0.6030 -0.2927 -1.7728
H 1.3701 0.4090 -0.3844
H 1.2849 0.6702 -3.6285
H 0.7056 2.3488 -3.9031
H 2.2915 2.0479 -3.2424
H 0.1361 2.8105 -0.4465
H -1.4428 2.2990 0.7498
H -2.0258 0.8683 1.5234
H 0.8360 0.7630 1.8778
H -0.2863 3.5369 1.9611
H 1.5097 2.9629 2.1538
H 0.3275 3.0326 3.5088
Zr 0.7083 4.0796 0.6025
```

Values from the calculation:
Largest force on an atom   6.166 eV/A
Kohn-Sham gap   4.724 eV
Total charge   +3
LUMO energy   -13.36 eV

(4)
Here is C10H22F3IInN2O4S as an isolated structure from OMol25. Energies are from ωB97M-V with the def2-TZVPD basis set.

Geometry as XYZ:
```
44
Properties=species:S:1:pos:R:3
C -0.3537 -1.9095 -1.4701
S -0.3764 -3.1108 -0.1460
O -1.7845 -3.1626 0.2886
O 0.1804 -4.3388 -0.7375
In 1.1274 -2.3199 1.7607
I -0.3251 -0.1373 2.7000
C 3.0015 -1.7270 0.7914
C 4.2323 -1.4179 1.6366
C 3.9996 -0.5971 2.8703
F 3.3220 0.5385 2.6137
F 5.1709 -0.2249 3.4427
F 3.3045 -1.2558 3.8187
H -1.0689 -2.2847 -2.2055
H 0.6526 -1.8383 -1.8828
H -0.6567 -0.9367 -1.0879
H 1.1944 -3.5703 2.9446
H 2.8105 -0.9128 0.0908
H 3.2388 -2.6078 0.1876
H 4.9730 -0.8413 1.0688
H 4.7333 -2.3336 1.9589
C 1.2870 1.0258 -2.1447
O 1.9712 0.0524 -1.8893
N 1.0560 2.0456 -1.2991
C 0.2500 3.1780 -1.6742
C 1.6048 1.9701 0.0474
H 0.7913 1.1593 -3.1220
H 0.8191 4.1098 -1.6048
H -0.6296 3.2607 -1.0314
H -0.0881 3.0542 -2.7025
H 2.6910 1.8655 0.0197
H 1.1665 1.1183 0.5565
H 1.3343 2.8721 0.5924
C -2.6872 0.4408 -0.2086
O -1.8094 0.9361 -0.8926
N -4.0008 0.7356 -0.3404
C -4.9991 0.1033 0.4886
C -4.3955 1.7043 -1.3406
H -2.4705 -0.3043 0.5695
H -5.7177 -0.4588 -0.1136
H -5.5477 0.8392 1.0832
H -4.5035 -0.5901 1.1661
H -4.0939 1.3801 -2.3382
H -3.9260 2.6721 -1.1537
H -5.4780 1.8183 -1.3112
```

Values from the calculation:
Largest force on an atom   0.420 eV/A
Kohn-Sham gap   7.422 eV
Total charge   -1
ΔE to the lowest compared entry with this formula, charge and spin   0.0 kcal/mol
LUMO energy   2.53 eV